#w
# C7H11N3O

A 2-piece molecular cluster, C7H11N3O overall (wB97M-V/def2-TZVPD, OMol25).

CARTESIAN COORDINATES (ANGSTROEM)
C 3.264 0.679 -0.394
C 1.271 -0.105 -0.288
C -1.845 1.384 1.993
C -0.725 1.450 1.403
C -0.771 -1.390 0.269
C -0.770 0.233 -1.716
C -0.081 -0.197 -0.360
N 1.994 0.882 -0.709
N 3.405 -0.477 0.241
N 2.183 -1.038 0.256
O -0.331 1.362 -2.325
H 4.106 1.316 -0.554
H -1.964 1.970 2.902
H -2.636 0.569 2.035
H 0.226 2.044 1.338
H -1.025 -2.076 -0.505
H -1.716 -1.033 0.646
H -0.137 -1.868 1.144
H -0.616 -0.641 -2.398
H -1.817 0.409 -1.497
H 2.067 -1.813 0.916
H 0.568 1.572 -2.177

***

#x
# C7H11N3O

An isolated molecule of C7H11N3O (wB97M-V/def2-TZVPD, OMol25).

CARTESIAN COORDINATES (ANGSTROEM)
C 3.423 0.306 -0.394
C 2.727 -1.426 0.692
C -2.022 -2.002 -0.259
C 0.338 -0.959 0.197
C -1.607 2.413 -0.127
C -1.215 0.892 0.472
C -0.463 0.015 -0.500
N 3.799 -0.755 0.341
N 2.166 0.563 -0.333
N 1.708 -0.581 0.165
O -1.399 -0.918 -1.161
H 4.179 1.004 -0.719
H 2.769 -2.269 1.321
H -1.584 -2.423 0.754
H -2.553 -2.830 -0.891
H -2.151 2.527 -1.156
H -0.674 2.859 -0.234
H -2.126 2.828 0.751
H -2.015 0.334 1.064
H -0.363 1.147 1.114
H -0.018 0.675 -1.198
H -2.918 -1.400 0.103

***

What are the relative energies? In kJ/mol: #w 0.0; #x 143.6.